94
Properties=species:S:1:pos:R:3 method="wB97M-V/def2-TZVPD" homo_lumo_gap_ev=7.907 relative_energy_kcal_mol=21.49 charge=+1 lumo_ev=-2.68
Zr 14.37 18.60 8.64
Br 12.52 19.22 14.62
C 12.60 17.40 15.34
Br 14.31 17.03 16.07
H 12.34 16.70 14.52
H 11.83 17.34 16.12
N 11.89 17.06 7.08
C 11.05 16.07 6.85
C 11.04 15.32 8.01
C 11.91 15.97 8.88
N 12.54 17.02 8.28
H 12.19 17.80 6.48
H 10.49 15.99 5.90
H 10.53 14.45 8.21
H 12.18 15.64 9.87
O 12.10 18.08 11.48
C 11.82 18.86 10.63
N 12.78 19.66 9.99
S 12.07 20.42 8.75
O 12.07 21.83 8.87
O 12.88 19.82 7.66
C 10.42 19.79 8.90
C 9.18 20.09 8.28
C 8.02 19.59 8.83
C 8.10 18.79 10.04
C 9.29 18.50 10.68
C 10.45 19.01 10.06
H 9.11 20.74 7.44
H 7.07 19.84 8.43
H 7.13 18.54 10.48
H 9.35 17.91 11.56
C 14.40 9.37 12.85
C 15.49 10.11 12.14
C 16.48 9.50 11.36
C 17.44 10.29 10.72
C 17.50 11.66 10.88
N 18.51 12.34 10.11
C 19.04 13.57 10.37
O 20.24 13.81 10.47
N 18.13 14.66 10.50
C 17.05 14.89 9.64
C 16.81 14.16 8.46
C 15.70 14.41 7.72
C 14.90 15.49 8.02
N 15.18 16.33 9.03
C 16.21 16.01 9.83
C 16.54 12.30 11.60
C 15.54 11.52 12.24
H 13.52 9.94 12.78
H 14.50 9.12 13.90
H 14.22 8.45 12.34
H 16.49 8.42 11.32
H 18.17 9.78 10.11
H 19.28 11.69 9.88
H 18.67 15.47 10.85
H 17.46 13.36 8.16
H 15.54 13.82 6.83
H 14.13 15.73 7.29
H 16.48 16.64 10.63
H 16.48 13.33 11.80
H 14.71 12.10 12.66
C 16.21 19.08 13.16
C 15.54 18.78 11.92
N 15.05 18.56 10.91
H 17.09 19.69 12.93
H 16.50 18.19 13.71
H 15.62 19.64 13.80
N 14.99 17.63 5.38
C 14.69 17.85 6.48
C 14.73 22.06 6.75
Si 16.31 21.37 7.61
C 17.54 21.10 6.24
C 17.12 22.59 8.76
N 15.94 19.75 8.28
C 17.11 19.01 8.66
C 17.65 18.11 7.75
C 18.77 17.38 7.99
C 19.54 17.52 9.15
C 19.05 18.52 10.03
C 17.90 19.28 9.80
H 14.92 23.11 6.50
H 13.85 22.06 7.34
H 14.59 21.51 5.78
H 17.58 22.07 5.73
H 17.13 20.37 5.61
H 18.52 20.70 6.56
H 18.01 22.22 9.32
H 16.42 23.06 9.46
H 17.44 23.33 7.96
H 17.20 17.95 6.76
H 19.00 16.71 7.19
H 20.49 17.03 9.30
H 19.62 18.77 10.94
H 17.67 20.07 10.46

---

84
Properties=species:S:1:pos:R:3 method="wB97M-V/def2-TZVPD" homo_lumo_gap_ev=6.236 relative_energy_kcal_mol=0.80 charge=+1 lumo_ev=-4.89
Mo -0.88 0.05 0.44
C 1.74 -2.70 -1.50
C 0.39 -2.86 -2.13
C 0.31 -3.34 -3.43
C -0.92 -3.50 -4.04
C -2.05 -3.35 -3.30
C -1.99 -2.99 -1.94
C -3.26 -3.02 -1.22
C -0.77 -2.58 -1.41
N -0.75 -2.02 -0.06
C -0.48 -2.93 0.88
O -0.24 -4.10 0.75
C -0.57 -2.35 2.27
C -0.69 -3.06 3.49
C -0.95 -2.39 4.66
C -1.29 -1.05 4.62
C -1.09 -0.41 3.43
N -0.76 -1.02 2.27
C -1.31 1.08 3.25
O -1.54 1.83 4.16
N -1.01 1.37 1.96
C -1.27 2.66 1.29
C -0.15 3.48 0.96
C 1.32 3.27 1.27
C -0.42 4.67 0.31
C -1.72 5.05 0.01
C -2.80 4.30 0.50
C -2.60 3.09 1.17
C -3.85 2.51 1.87
H 2.53 -2.74 -2.22
H 1.93 -3.39 -0.66
H 1.91 -1.76 -1.05
H 1.23 -3.52 -3.96
H -1.03 -3.93 -5.02
H -3.01 -3.72 -3.69
H -4.03 -2.29 -1.64
H -3.24 -2.82 -0.16
H -3.72 -4.00 -1.42
H -0.59 -4.12 3.47
H -0.97 -2.93 5.59
H -1.75 -0.42 5.41
H 1.87 2.75 0.46
H 1.50 2.72 2.21
H 1.77 4.25 1.42
H 0.42 5.30 -0.02
H -1.81 5.97 -0.54
H -3.84 4.51 0.32
H -4.59 2.51 1.11
H -4.10 3.17 2.72
H -3.66 1.56 2.33
Cl -3.44 -0.26 0.38
C -2.37 0.29 -1.00
H -2.70 1.27 -1.33
H -2.46 -0.49 -1.73
C 2.49 0.64 2.61
C 3.14 -0.30 1.60
C 2.74 -1.75 1.88
C 3.07 0.15 0.14
C 4.29 0.19 -0.47
C 4.45 0.36 -1.84
C 3.37 0.78 -2.60
C 2.11 0.90 -2.04
C 0.98 1.33 -2.98
C 0.07 2.46 -2.51
C 0.13 0.12 -3.40
C 1.96 0.56 -0.67
N 0.68 0.38 -0.20
H 2.61 0.12 3.56
H 1.43 0.74 2.40
H 2.98 1.62 2.65
H 4.21 -0.21 1.85
H 1.80 -2.01 1.39
H 2.77 -1.95 2.95
H 3.48 -2.40 1.44
H 5.19 0.00 0.12
H 5.44 0.24 -2.27
H 3.55 0.99 -3.68
H 1.54 1.75 -3.83
H -0.57 2.19 -1.64
H -0.53 2.76 -3.33
H 0.64 3.29 -2.12
H -0.30 -0.40 -2.52
H 0.67 -0.63 -3.96
H -0.67 0.48 -4.05

---

79
Properties=species:S:1:pos:R:3 method="wB97M-V/def2-TZVPD" homo_lumo_gap_ev="5.747 / 7.470" charge=0 spin_multiplicity=5 lumo_ev="0.31 / 0.24"
Cr 5.04 -0.43 -2.87
C 1.59 -1.49 1.39
C 2.63 -2.35 1.21
C 2.84 -3.73 0.65
C 2.88 -4.04 -0.85
C 1.83 -3.44 -1.73
C 0.81 -2.64 -1.36
C 0.02 -2.74 -0.06
C 0.24 -1.48 0.75
C 4.59 1.01 -4.39
H 1.76 -0.61 2.04
H 3.41 -2.17 2.02
H 2.13 -4.42 1.17
H 3.85 -4.00 1.02
H 3.85 -3.77 -1.31
H 2.83 -5.15 -0.90
H 2.00 -3.56 -2.81
H 0.30 -2.03 -2.11
H 0.22 -3.65 0.51
H -1.05 -2.78 -0.33
H 0.15 -0.61 0.09
H -0.47 -1.36 1.55
H 4.96 1.94 -3.90
H 3.48 1.12 -4.53
H 5.02 1.00 -5.40
P 7.23 -1.01 -2.34
P 5.78 -1.82 -4.53
C 7.06 -2.81 -2.46
C 6.48 -3.19 -3.62
C 9.00 -0.70 -2.30
C 9.91 -1.70 -1.95
C 11.27 -1.40 -1.91
C 11.71 -0.10 -2.20
C 10.78 0.92 -2.46
C 9.42 0.62 -2.52
C 6.71 -0.72 -0.64
C 5.32 -0.83 -0.53
C 4.75 -0.65 0.71
C 5.54 -0.60 1.87
C 6.94 -0.50 1.74
C 7.53 -0.52 0.46
C 6.98 -1.79 -6.00
C 8.35 -1.54 -5.78
C 9.28 -1.68 -6.81
C 8.89 -2.05 -8.10
C 7.53 -2.30 -8.33
C 6.59 -2.19 -7.29
C 4.25 -2.58 -5.22
C 3.45 -1.80 -6.06
C 2.36 -2.37 -6.70
C 2.03 -3.72 -6.48
C 2.78 -4.46 -5.56
C 3.89 -3.90 -4.94
H 7.44 -3.44 -1.65
H 6.53 -4.18 -4.06
H 9.56 -2.70 -1.69
H 11.98 -2.17 -1.64
H 12.78 0.13 -2.20
H 11.11 1.94 -2.61
H 8.68 1.41 -2.72
H 4.67 -1.38 -1.33
H 3.66 -0.66 0.73
H 5.07 -0.68 2.84
H 7.56 -0.40 2.63
H 8.61 -0.42 0.34
H 8.69 -1.24 -4.79
H 10.34 -1.51 -6.61
H 9.62 -2.16 -8.90
H 7.21 -2.58 -9.32
H 5.56 -2.43 -7.50
H 3.69 -0.74 -6.21
H 1.79 -1.78 -7.42
H 1.21 -4.18 -7.02
H 2.52 -5.50 -5.36
H 4.48 -4.50 -4.24
C 3.14 0.15 -2.49
H 2.78 -0.25 -1.53
H 2.51 -0.25 -3.33
H 3.09 1.25 -2.47

---

84
Properties=species:S:1:pos:R:3 method="wB97M-V/def2-TZVPD" homo_lumo_gap_ev="5.146 / 5.391" relative_energy_kcal_mol=11.15 charge=-2 spin_multiplicity=2 lumo_ev="4.59 / 4.60"
V -0.86 -0.15 0.40
C -2.19 -3.06 0.37
N -2.68 -1.68 0.30
C -3.50 -1.52 -0.89
C -3.44 -1.37 1.50
C -2.50 -1.25 2.68
C -2.88 -1.67 3.94
C -2.03 -1.48 5.03
C -0.80 -0.88 4.82
C -0.43 -0.48 3.54
C -1.25 -0.66 2.42
H -3.04 -3.76 0.43
H -1.56 -3.17 1.25
H -1.58 -3.26 -0.51
H -4.33 -2.25 -0.91
H -2.88 -1.68 -1.78
H -3.91 -0.51 -0.92
H -4.22 -2.13 1.68
H -3.93 -0.41 1.32
H -3.86 -2.13 4.09
H -2.33 -1.81 6.02
H -0.13 -0.72 5.66
H 0.55 -0.01 3.41
O 0.50 1.35 0.20
S 1.29 2.53 0.91
C 0.72 3.99 0.01
C -0.79 4.09 -0.19
C -1.63 4.27 1.08
C -1.89 3.01 1.90
H 1.20 4.02 -0.98
H 1.11 4.84 0.58
H -1.11 3.21 -0.73
H -0.97 4.95 -0.85
H -2.59 4.70 0.79
H -1.13 5.01 1.72
H -0.97 2.45 2.05
H -2.23 3.32 2.90
C 0.30 -1.40 -0.18
Ge 1.92 -1.29 -1.14
C 3.38 -0.53 -0.03
C 4.57 -0.03 -0.55
C 5.56 0.48 0.29
C 5.37 0.50 1.66
C 4.18 0.02 2.19
C 3.20 -0.48 1.35
C 2.00 -0.23 -2.82
C 1.90 -0.82 -4.08
C 1.90 -0.05 -5.24
C 2.00 1.34 -5.15
C 2.09 1.93 -3.90
C 2.09 1.16 -2.75
C 2.64 -3.08 -1.68
C 3.79 -3.25 -2.44
C 4.28 -4.51 -2.76
C 3.61 -5.64 -2.32
C 2.46 -5.50 -1.56
C 1.98 -4.23 -1.24
H 4.73 -0.02 -1.62
H 6.48 0.87 -0.14
H 6.13 0.91 2.31
H 4.01 0.06 3.26
H 2.25 -0.83 1.76
H 1.82 -1.90 -4.17
H 1.82 -0.52 -6.21
H 1.99 1.94 -6.05
H 2.16 3.01 -3.82
H 2.15 1.63 -1.78
H 4.33 -2.37 -2.80
H 5.18 -4.61 -3.36
H 3.98 -6.63 -2.57
H 1.93 -6.38 -1.20
H 1.08 -4.12 -0.65
N -5.02 2.90 2.32
C -4.28 2.70 1.14
C -2.94 2.02 1.33
N -2.50 1.35 0.11
C -3.03 1.81 -1.03
C -4.08 2.67 -1.13
N -4.79 3.05 0.02
H -4.45 3.13 3.11
H -5.75 3.58 2.17
H -3.06 1.27 2.12
H -2.59 1.42 -1.95
H -4.48 2.99 -2.08

---

86
Properties=species:S:1:pos:R:3 method="wB97M-V/def2-TZVPD" homo_lumo_gap_ev="6.529 / 6.596" relative_energy_kcal_mol=29.18 charge=+2 spin_multiplicity=2 lumo_ev="-6.77 / -6.75"
Ti -0.08 1.08 1.23
C -0.09 2.25 4.26
O -0.64 1.27 3.38
C -1.27 0.08 3.83
C -2.03 0.11 5.01
C -2.76 -1.04 5.39
C -2.79 -2.13 4.49
C -1.90 -2.12 3.38
C -1.07 -1.05 3.06
N -0.28 -0.90 1.94
N 0.26 -1.90 1.45
C 1.16 -1.63 0.43
C 1.10 -0.63 -0.44
O -0.11 -0.02 -0.66
C 2.29 -0.35 -1.22
C 3.39 -1.08 -1.11
C 3.44 -2.25 -0.31
C 4.55 -3.10 -0.23
C 4.64 -4.15 0.67
C 3.48 -4.50 1.37
C 2.33 -3.72 1.32
C 2.27 -2.60 0.47
H 0.66 1.66 4.85
H 0.39 3.01 3.61
H -0.80 2.75 4.90
H -2.07 0.99 5.55
H -3.42 -1.00 6.23
H -3.44 -2.99 4.61
H -1.86 -2.97 2.77
H 2.34 0.60 -1.72
H 4.26 -0.67 -1.59
H 5.43 -2.79 -0.78
H 5.56 -4.67 0.91
H 3.42 -5.38 2.01
H 1.50 -4.19 1.84
C -2.75 2.45 1.81
N -2.31 1.37 0.84
C -3.24 0.26 1.03
C -2.35 1.94 -0.54
C -1.50 3.21 -0.59
N -0.16 3.04 0.06
C 0.99 2.92 -0.88
C 0.17 4.22 0.94
H -3.77 2.88 1.47
H -2.10 3.30 1.88
H -2.90 1.93 2.74
H -4.27 0.62 0.92
H -3.16 -0.19 2.01
H -2.99 -0.47 0.24
H -3.30 2.27 -0.78
H -2.01 1.21 -1.26
H -1.99 4.02 -0.07
H -1.50 3.57 -1.60
H 1.20 3.95 -1.29
H 0.72 2.25 -1.68
H 1.95 2.63 -0.36
H 0.00 5.18 0.46
H 1.24 4.23 1.11
H -0.39 4.19 1.84
O 3.62 0.92 3.08
C 2.68 1.20 2.49
N 1.69 1.47 1.85
Ge -0.82 -0.70 -2.44
C -0.52 0.94 -3.59
C -1.53 1.84 -3.88
C -1.33 2.90 -4.83
C -0.05 3.19 -5.27
C 0.96 2.31 -4.99
C 0.76 1.19 -4.15
C 0.07 -2.35 -2.58
C 0.77 -2.73 -3.71
C 1.17 -4.06 -3.89
C 0.83 -5.00 -2.99
C -0.14 -4.72 -2.01
C -0.40 -3.41 -1.72
H -2.30 -0.78 -2.04
H -2.57 1.55 -3.54
H -2.20 3.47 -5.08
H 0.09 4.01 -5.91
H 1.92 2.46 -5.44
H 1.55 0.41 -4.07
H 1.03 -1.99 -4.47
H 1.86 -4.33 -4.69
H 1.21 -6.03 -3.09
H -0.64 -5.47 -1.36
H -1.16 -3.26 -0.94

---

Number 1: electronic energy -8072.3067 hartree. Number 2: electronic energy -2293.5085 hartree. Number 3: electronic energy -3122.6718 hartree. Number 4: electronic energy -5109.0892 hartree. Number 5: electronic energy -4821.1874 hartree.